A molecular structure, C37H51N4OP2Tc at a distorted geometry, computed with ωB97M-V with the def2-TZVPD basis set.

Structure (XYZ):
```
96
Properties=species:S:1:pos:R:3:forces:R:3:lowdin_charge:R:1
C -1.192359 -0.829086 -2.435589 0.253 -0.265 0.189 -0.3309
C -1.414599 1.513539 -2.149458 0.108 -0.335 0.254 -0.3245
C -1.926081 -0.792950 -3.626825 0.145 -0.173 0.261 0.0048
C -2.091478 1.584779 -3.380023 -0.004 0.512 0.244 0.0243
C -2.352820 0.437462 -4.105100 -0.053 -0.099 -0.148 -0.0036
H -2.107760 -1.729247 -4.154141 -0.028 0.345 0.031 0.1355
H -2.427163 2.560724 -3.721777 0.024 -0.215 -0.035 0.1365
H -2.890999 0.503549 -5.043148 0.024 -0.006 0.040 0.1345
N -0.927551 0.285303 -1.734919 0.233 0.169 0.331 -0.0312
P 1.058800 -1.770730 -1.176701 0.262 -1.109 -0.390 1.0836
P -0.803002 2.335478 0.437958 -0.477 0.666 1.205 1.0584
C -0.609469 -2.146437 -1.904201 -0.259 0.359 -0.209 -0.2409
H -1.236708 -2.539089 -1.091638 0.116 0.131 -0.261 0.0592
H -0.588773 -2.912888 -2.692761 0.054 0.304 0.269 0.0947
C 1.168149 -0.001064 1.828864 2.174 -1.008 4.219 -0.3207
O 1.754769 -0.071443 2.850358 -2.382 -0.134 -3.104 0.1091
C -1.276254 2.627080 -1.261403 -0.646 -0.077 -0.840 -0.1272
H -1.726108 3.577138 -1.592563 0.432 -0.437 0.190 0.1069
C -2.504064 2.209122 1.391454 0.371 0.341 -0.090 -0.6214
C 0.095881 3.912779 1.044787 -0.221 -0.074 -0.105 -0.6496
C 1.615985 -3.328341 -0.204300 -0.003 0.185 -0.488 -0.6493
C 2.127671 -1.536463 -2.766239 -0.013 -0.046 0.096 -0.6244
C -2.244352 1.532573 2.751702 -0.036 0.013 -0.026 -0.0877
H -1.782070 2.216226 3.473725 -0.143 -0.199 -0.225 0.0799
H -3.202478 1.201675 3.180032 0.159 0.144 -0.084 0.0969
H -1.597949 0.657594 2.658647 -0.030 0.103 0.103 0.0334
C -3.222468 3.553524 1.625682 -0.116 -0.099 0.056 -0.0729
H -2.708625 4.210818 2.334427 -0.088 -0.198 -0.202 0.0764
H -3.391868 4.094027 0.688684 0.022 -0.063 0.155 0.0884
H -4.215538 3.338710 2.057050 0.307 0.022 -0.135 0.1080
C -3.418174 1.364953 0.497585 -0.040 -0.072 -0.134 -0.1128
H -4.262114 0.988253 1.087582 -0.010 0.167 -0.016 0.0903
H -3.813116 1.963228 -0.331331 -0.021 -0.110 0.179 0.0964
H -2.904881 0.510973 0.059823 -0.009 -0.002 -0.074 0.0262
C 0.189706 3.878878 2.581924 -0.001 0.064 -0.086 -0.0625
H 0.606480 2.928189 2.938932 -0.098 0.128 0.018 0.0717
H 0.863731 4.682240 2.913504 -0.149 -0.193 -0.114 0.1136
H -0.775129 4.041405 3.071094 0.229 -0.014 -0.100 0.0689
C 1.504315 3.907330 0.464986 0.060 0.220 0.073 -0.0960
H 2.101676 3.131456 0.909376 -0.499 0.811 -0.219 0.0010
H 1.514498 3.760112 -0.615885 0.036 0.080 -0.110 0.0975
H 2.008091 4.850657 0.705360 -0.212 -0.008 -0.144 0.1172
C -0.582593 5.196752 0.547971 -0.299 0.047 0.129 -0.0686
H -1.608626 5.317685 0.902234 0.242 0.013 -0.085 0.0637
H -0.006540 6.057658 0.917968 -0.114 -0.251 -0.120 0.1115
H -0.583694 5.242016 -0.544044 0.054 0.091 0.087 0.0820
C 3.610278 -1.486395 -2.389956 0.337 0.175 -0.113 -0.0890
H 4.202083 -1.161886 -3.250758 -0.145 -0.273 -0.144 0.1133
H 3.815170 -0.742601 -1.627862 0.012 -0.395 -0.721 0.0110
H 4.003044 -2.444041 -2.041762 -0.086 0.011 -0.209 0.0863
C 1.725128 -0.222495 -3.458480 -0.109 0.164 0.039 -0.0759
H 0.725552 -0.293919 -3.908402 0.337 0.058 0.064 0.0733
H 1.734318 0.648716 -2.791142 0.095 -0.091 -0.032 0.0759
H 2.439753 -0.031471 -4.271446 -0.183 -0.035 0.209 0.1092
C 1.918231 -2.657363 -3.797743 -0.028 -0.179 -0.007 -0.0641
H 2.547651 -2.430416 -4.672706 -0.192 -0.018 0.266 0.1139
H 2.212382 -3.647434 -3.439319 -0.086 0.285 -0.119 0.0680
H 0.883441 -2.702822 -4.149781 0.145 -0.007 -0.039 0.0768
C 0.514804 -3.651712 0.809073 -0.043 -0.030 0.237 -0.1121
H -0.434013 -3.927450 0.337831 0.103 -0.061 -0.033 0.0730
H 0.841131 -4.503601 1.421985 -0.061 0.175 -0.160 0.1065
H 0.339204 -2.806195 1.481478 0.099 -0.115 -0.007 0.0495
C 2.887004 -2.972954 0.582636 0.051 0.117 0.176 -0.0817
H 2.725185 -2.083708 1.212453 0.070 -0.406 -0.023 0.0592
H 3.137301 -3.802209 1.255069 -0.029 0.101 -0.139 0.1125
H 3.757522 -2.791418 -0.059701 -0.256 -0.116 0.198 0.0798
C 1.869345 -4.565250 -1.086509 0.047 -0.152 0.147 -0.0657
H 1.007747 -4.815358 -1.718317 0.172 0.069 0.087 0.0907
H 2.760005 -4.462900 -1.717408 -0.247 0.023 0.203 0.0778
H 2.049610 -5.432075 -0.426488 -0.068 0.323 -0.200 0.1069
Tc 0.301513 0.183468 0.156016 0.456 0.818 -0.869 0.9620
N -1.172127 -0.906458 0.849321 -2.720 -1.339 0.807 0.0066
C -2.064933 -1.558840 1.235550 1.489 1.006 -0.516 -0.0612
C -3.195144 -2.331290 1.684495 -0.600 -0.386 0.179 -0.1169
C -3.077953 -3.261856 2.757826 1.759 1.950 -1.530 0.1152
C -4.459652 -2.173994 1.048743 2.812 1.109 -0.175 0.1029
C -4.188805 -3.997317 3.169261 -2.218 -0.948 0.287 0.0789
H -2.108540 -3.380468 3.247670 -0.297 -0.038 -0.085 0.1591
C -5.556772 -2.921929 1.475639 -1.442 -1.463 1.074 0.0772
H -4.548011 -1.457945 0.227050 -0.056 -0.236 0.254 0.1469
C -5.425446 -3.830835 2.531739 -0.063 -0.087 0.074 0.0385
H -4.088076 -4.705755 3.994558 -0.052 0.188 -0.224 0.1594
H -6.519869 -2.789289 0.978496 0.232 -0.069 0.161 0.1583
H -6.289598 -4.410708 2.860336 0.273 0.177 -0.096 0.1494
N 4.964555 4.286557 3.008935 -0.792 -3.013 -2.278 0.2063
C 4.743648 3.349816 2.321632 0.804 2.543 2.344 -0.1316
C 4.426671 2.224254 1.480768 0.051 0.107 0.945 -0.1756
C 5.339672 1.611215 0.654490 0.249 -0.560 -0.323 0.0534
C 4.875578 0.435525 0.048033 -2.582 0.460 0.660 0.0179
C 3.450543 0.246277 0.042530 2.681 -1.391 -1.368 -0.1579
N 2.616847 1.220614 0.424949 -2.145 -3.749 1.301 0.0115
C 3.103536 1.742019 1.515775 2.078 3.821 0.343 -0.1625
H 6.378248 1.944207 0.625785 -0.299 -0.149 -0.137 0.1531
H 5.538851 -0.294249 -0.320446 0.555 -0.745 -0.488 0.1115
H 2.905986 -0.747143 -0.104572 1.444 2.056 -0.486 0.0351
H 2.563053 1.994928 2.403009 -0.904 0.582 -0.120 0.1214
```
Positions in Å, forces in eV/Å.

The calculated total energy comes out at -2497.1284 Eh. As for the charge: +3. The LUMO energy (spin up / spin down) comes out at -9.69 / -13.74 eV. The spin multiplicity is 4. For the energy relative to the best compared isomer or geometry (same formula, charge and spin), the calculation gives 98.4 kcal/mol. As for the strongest force on any atom: 4.85 eV Å⁻¹.